246
Properties=species:S:1:pos:R:3:forces:R:3:mulliken_charge:R:1 method="wB97M-V/def2-TZVPD" multiplicity=1 orbital_gap_ev=2.936 total_energy_ha=-4673.6648 e_lumo_ev=-11.1 charge=+6 e_homo_ev=-13.99
C -1.315446 5.576072 -2.114038 -0.006 -0.603 -0.406 -0.561
O -0.477424 5.438772 -0.962143 -0.003 -0.218 -0.945 -0.078
C -1.202175 5.391195 0.219845 0.030 0.769 1.983 -0.928
C -0.224366 5.300928 1.391168 1.568 0.750 0.421 -0.056
N 0.807302 6.477722 1.360403 -0.728 -0.368 0.313 -0.099
H 1.158343 6.595744 0.420759 0.133 -0.423 -0.447 0.358
H 0.290332 7.333449 1.503894 -0.377 0.492 0.440 0.436
C 2.006248 6.446928 2.313338 -0.311 -0.213 0.731 -0.161
C 1.684815 7.009810 3.731823 -0.189 -0.013 -1.631 -0.764
O 0.537743 6.404373 4.255331 0.332 1.327 0.047 -0.352
C 0.597018 5.094125 4.692335 -0.239 -1.508 0.510 -0.567
H -0.722811 5.803664 -3.000085 0.269 0.390 0.346 0.024
H -2.114532 6.309540 -2.006387 0.167 0.170 0.216 0.428
H -1.760492 4.613836 -2.367279 -0.310 -0.111 0.266 0.176
H -1.913439 4.585242 0.400551 0.031 -0.606 -0.697 0.328
H -1.837065 6.272539 0.310643 0.032 0.415 0.056 0.696
H 0.397281 4.405824 1.412207 0.129 -0.147 -0.502 -0.138
H -0.621077 5.334257 2.405871 -0.616 0.295 -0.333 0.484
H 2.753959 7.093688 1.854275 0.175 -0.323 -0.007 0.527
H 2.288981 5.395805 2.370938 0.366 -0.004 -0.241 -0.073
H 1.472425 8.069676 3.591526 -0.285 0.089 0.294 0.356
H 2.592074 6.975116 4.334967 -0.026 -0.427 0.214 0.412
H 1.305938 4.770857 5.454593 0.457 1.021 0.389 0.489
H 0.844036 4.380936 3.905928 -0.379 -0.193 -0.528 0.065
H -0.388495 4.940597 5.131987 -0.045 -0.433 -0.207 0.249
C -4.755709 -0.629565 2.540760 0.154 -0.143 1.265 -0.667
O -5.578677 -0.573995 1.403995 -0.044 -0.356 -0.225 -0.054
C -5.714768 0.693745 0.787545 0.146 -1.404 0.552 -0.311
C -6.316047 0.373787 -0.572061 -0.083 -0.443 0.839 -0.151
N -7.527847 -0.553095 -0.430675 0.645 0.893 -0.345 0.095
H -7.581004 -1.160849 -1.235603 -0.143 0.114 -0.633 0.434
H -7.356831 -1.231920 0.297365 0.158 0.162 1.307 0.185
C -8.812745 0.160973 -0.280277 -1.502 0.024 -0.612 -0.743
C -9.887999 -0.720839 0.449183 0.884 1.603 -0.023 -0.686
O -9.377080 -0.760448 1.743165 0.679 0.040 -0.070 -0.283
C -10.254460 -1.397010 2.661330 -0.265 0.364 -0.416 -0.787
H -4.653940 -1.641906 2.931789 0.025 -0.338 -0.817 0.041
H -5.193308 -0.157262 3.420266 -0.265 0.722 -0.173 0.508
H -3.753750 -0.234306 2.373590 0.117 0.054 -0.234 -0.053
H -4.724944 1.130710 0.655601 0.105 0.262 -0.251 0.038
H -6.304753 1.358218 1.418811 -0.275 0.139 -0.137 0.499
H -5.625725 -0.253079 -1.136497 0.343 0.632 -0.194 -0.214
H -6.568984 1.351008 -0.983365 -0.388 -0.494 -0.779 0.445
H -9.043340 0.550457 -1.271856 -0.535 -0.742 -0.343 0.556
H -8.659245 1.131901 0.190712 0.138 -0.508 1.026 0.332
H -10.062953 -1.747461 0.127422 0.240 -0.047 -0.821 0.425
H -10.840073 -0.191917 0.405475 -0.168 0.119 -0.122 0.449
H -10.836478 -2.153981 2.135639 0.366 -0.705 0.260 0.380
H -11.025109 -0.678859 2.941441 0.237 0.099 0.737 0.320
H -9.575454 -1.746388 3.439142 -0.820 -0.149 0.264 0.223
C 1.250390 -0.579786 -3.855514 0.369 0.206 0.994 -0.627
O 2.703597 -0.535928 -4.035271 -2.158 -1.464 -0.564 -0.473
C 3.165000 0.766660 -3.950091 0.337 -0.672 0.811 0.325
C 4.696440 0.634554 -3.831918 -0.186 0.758 -1.057 -1.004
N 5.258180 -0.046764 -5.084523 0.339 0.514 0.578 -0.053
H 4.729197 -0.883832 -5.283484 -0.334 -0.519 0.054 0.424
H 5.134753 0.573699 -5.871855 -0.068 0.431 -0.549 0.415
C 6.750392 -0.344602 -5.017194 -0.166 0.697 0.662 -0.645
C 7.487568 1.012831 -4.958270 1.022 0.348 -1.214 -0.542
O 7.145692 1.848364 -6.076510 -1.388 -0.734 0.308 -0.358
C 7.648370 3.172436 -5.966044 -0.031 0.182 0.266 -0.706
H 0.743148 -1.544342 -3.876250 1.014 -0.467 -0.919 0.458
H 0.725406 0.116139 -4.509863 0.212 0.046 -0.260 0.396
H 1.031023 -0.330512 -2.817320 0.185 0.678 0.234 -0.028
H 2.681723 1.209620 -3.079267 0.604 0.366 0.517 -0.306
H 2.797911 1.390741 -4.764874 0.468 0.068 -0.624 0.433
H 5.091509 0.061153 -2.993317 -0.559 -0.006 0.079 0.491
H 5.099532 1.646716 -3.797984 0.282 -0.124 -0.051 0.343
H 7.034355 -1.038879 -5.808032 -0.134 0.522 -0.391 0.437
H 6.868668 -0.920351 -4.099245 0.289 0.235 0.137 0.336
H 8.568369 0.911917 -5.057144 0.143 -0.791 0.382 0.550
H 7.349720 1.536261 -4.012160 -0.417 0.015 0.178 0.327
H 7.300115 3.821639 -6.769380 0.086 -0.658 -0.459 0.286
H 8.737999 3.151632 -5.947104 0.016 0.210 0.085 0.339
H 7.231189 3.655033 -5.082217 0.271 -0.061 0.550 0.245
C -6.429981 -4.829448 2.393855 -0.415 1.487 1.607 -0.694
O -5.568773 -5.300728 1.365278 -0.451 0.515 -0.841 -0.338
C -5.761957 -4.680333 0.064246 -0.060 -1.160 0.784 0.159
C -4.812229 -5.365713 -0.937858 -0.231 -0.630 0.971 -0.653
N -4.911952 -6.871129 -0.850705 1.536 -0.093 -1.694 -0.070
H -4.654572 -7.192266 0.071650 -0.148 0.090 0.722 0.473
H -5.791128 -7.271914 -1.144836 -0.759 0.288 0.438 0.378
C -3.922531 -7.651001 -1.779630 1.771 0.013 1.117 -1.009
C -2.445074 -7.142609 -1.563152 -0.779 -0.492 0.693 -0.125
O -2.191399 -7.180395 -0.139864 -1.074 0.456 -0.030 -0.416
C -0.970400 -6.550510 0.191341 1.256 0.334 -1.008 -0.532
H -7.278636 -5.387530 2.789358 0.140 -1.167 -1.020 0.341
H -6.881495 -3.843559 2.283159 0.019 0.351 -1.306 0.081
H -5.918197 -4.581190 3.323667 1.051 -0.643 -0.125 0.275
H -5.505584 -3.621678 0.104507 0.037 0.242 0.055 -0.160
H -6.806092 -4.797311 -0.225902 -0.160 0.038 -0.124 0.577
H -3.795305 -5.114493 -0.636444 0.053 -0.186 -0.154 0.095
H -4.976706 -5.104665 -1.983280 -0.145 0.180 0.141 0.429
H -4.257494 -7.679574 -2.816497 -0.004 0.455 0.123 0.379
H -3.972779 -8.665619 -1.384528 -0.065 -0.052 -0.111 0.452
H -2.338099 -6.141112 -1.979884 0.106 0.352 0.135 0.053
H -1.693490 -7.758372 -2.057188 -0.212 -0.386 -0.526 0.561
H -0.934680 -5.541945 -0.220502 -0.165 0.314 -0.246 0.010
H -0.147521 -7.091696 -0.275651 0.040 -0.101 -0.067 0.338
H -0.672120 -6.411253 1.230447 -1.095 -0.666 0.352 0.425
C -1.223393 1.837732 -2.124099 -0.038 0.499 -0.530 -0.730
O -0.602771 1.089936 -1.119349 -0.172 0.241 0.880 1.004
C -0.324230 1.905769 0.043658 0.791 -0.788 -0.443 -0.344
C -0.253381 0.986692 1.327006 0.927 0.534 -0.688 0.190
N 0.449186 -0.368163 1.048971 0.337 2.144 -0.961 2.679
H -0.086698 -1.130689 1.438188 -0.681 -1.098 1.190 -0.878
H 0.215512 -0.467589 0.071416 0.295 -0.598 -0.744 -0.173
C 2.036669 -0.492440 1.114600 -2.868 0.121 -0.405 1.200
C 2.399240 -1.868660 0.519473 0.475 0.916 0.107 -1.286
O 1.583821 -2.136026 -0.602883 0.572 -0.087 0.369 0.039
C 1.753222 -3.468244 -1.091119 -0.410 -0.644 -0.739 -1.204
H -0.649401 2.711170 -2.433493 0.750 -0.065 -0.158 -0.231
H -2.142572 2.331237 -1.808394 -0.563 -0.478 0.337 0.369
H -1.405044 1.211029 -2.997232 -0.014 -0.068 0.197 0.165
H -1.053593 2.714399 0.091068 -0.631 -0.447 0.625 -0.460
H 0.568750 2.486983 -0.186288 0.686 -0.354 0.380 0.087
H -1.289693 0.859989 1.640203 0.269 -0.820 0.177 -0.208
H 0.320792 1.488431 2.105893 -0.019 0.169 0.017 -0.020
H 2.325996 -0.341719 2.154635 0.091 0.056 -0.153 -1.376
H 2.274607 0.371710 0.494326 0.753 -0.183 0.096 0.023
H 2.453964 -2.635964 1.291699 -0.994 -0.325 0.088 0.649
H 3.452469 -1.810181 0.244900 0.329 0.226 -0.468 0.616
H 1.335970 -3.580301 -2.091840 -0.405 0.515 0.042 0.202
H 1.217213 -4.190884 -0.475822 0.207 0.039 0.288 0.298
H 2.779253 -3.784641 -1.278903 0.353 0.290 0.634 0.417
C -2.834476 -1.186078 -0.902764 1.054 0.164 0.156 -0.057
O -3.307590 -0.919788 -2.193532 -0.205 -0.748 -2.400 -0.214
C -3.198836 -2.083181 -3.093287 -0.866 1.188 1.376 -0.258
C -3.448614 -1.646797 -4.537026 0.264 0.688 -0.686 -1.101
N -4.607827 -0.678504 -4.699936 -1.160 0.006 0.385 0.002
H -5.464681 -1.179590 -4.513368 -0.449 -0.458 -0.090 0.469
H -4.573174 0.069739 -4.022425 0.475 -0.112 0.816 0.254
C -4.871058 0.122585 -5.981048 2.393 -0.066 -0.288 -0.677
C -5.095115 -0.789810 -7.191397 -0.901 0.925 1.004 -0.622
O -5.966004 -1.720829 -6.580275 1.309 0.780 0.262 -0.364
C -6.173562 -2.852767 -7.342252 -0.949 -1.232 -1.544 -0.802
H -3.408827 -1.958095 -0.390682 -0.178 0.259 0.313 -0.034
H -2.768780 -0.199646 -0.443722 -0.507 -0.269 0.581 -0.265
H -1.795283 -1.513689 -0.931882 0.088 -0.355 -0.026 0.419
H -3.930665 -2.796839 -2.714842 -0.411 -0.193 -0.376 0.256
H -2.253074 -2.602679 -2.939144 0.355 0.295 -0.473 0.395
H -3.644665 -2.495837 -5.191855 -0.072 -0.022 0.114 0.369
H -2.608918 -1.105307 -4.972689 0.248 -0.133 0.239 0.481
H -3.964227 0.727118 -5.963590 0.022 0.233 -0.907 0.424
H -5.694330 0.819350 -5.823424 -0.237 -0.504 0.293 0.421
H -4.251295 -1.227692 -7.724602 0.403 -0.247 0.632 0.423
H -5.586368 -0.177044 -7.947233 -0.336 -0.005 -0.147 0.427
H -6.843980 -2.585190 -8.158975 -0.949 -0.474 0.339 0.316
H -6.493769 -3.624906 -6.642696 -0.400 -0.088 -0.584 0.273
H -5.355199 -3.222954 -7.959778 0.962 0.092 0.697 0.377
C 8.767852 -0.888624 5.687075 0.918 0.463 1.180 -0.862
O 8.191272 -2.073917 5.181197 -0.606 -0.483 -1.597 -0.337
C 8.570260 -2.347790 3.829583 -0.476 -1.547 0.160 -0.411
C 7.850579 -3.598167 3.256495 -2.253 -0.673 1.164 -0.759
N 6.342095 -3.672467 3.710675 0.906 1.877 -0.424 -0.098
H 6.101733 -4.634762 3.520129 -0.751 -0.121 0.045 0.415
H 6.335957 -3.507152 4.707034 -0.059 0.068 0.804 0.419
C 5.464690 -2.624626 3.034004 0.536 -1.522 -0.504 -1.243
C 4.234218 -2.190738 3.835167 0.859 -0.011 0.377 -0.220
O 4.558524 -1.894647 5.172508 0.176 -0.106 -0.068 -0.539
C 5.194537 -0.623156 5.343274 -0.346 0.493 0.081 -0.210
H 9.848229 -0.980665 5.798485 0.200 -0.094 -0.499 0.371
H 8.466714 -0.738251 6.723801 -0.531 -0.305 -0.118 0.296
H 8.540133 0.035964 5.156609 -0.218 -0.198 -0.474 0.336
H 9.616626 -2.648088 3.774437 0.314 0.577 -0.130 0.514
H 8.309882 -1.574527 3.106828 0.383 0.680 0.370 0.325
H 8.062852 -4.609077 3.604481 1.497 0.360 0.099 0.444
H 7.754612 -3.640978 2.171575 0.584 0.298 -0.005 0.359
H 5.208274 -3.169029 2.125165 -0.518 0.431 -0.262 0.718
H 6.128923 -1.819412 2.720123 -0.106 0.099 0.408 0.196
H 3.491855 -2.988510 3.858758 -0.059 0.048 -0.050 0.688
H 3.857919 -1.308973 3.316523 -0.356 0.123 -0.029 0.112
H 5.915270 -0.445851 4.545024 0.295 0.014 0.180 0.063
H 5.646213 -0.546168 6.332305 0.223 -0.548 -0.204 0.398
H 4.471285 0.191944 5.318495 -0.332 -0.024 -0.350 0.013
C -4.152790 -2.247880 6.176492 -0.971 -0.938 -1.770 -0.439
O -3.086725 -1.396677 6.319484 2.008 -0.015 0.930 -0.268
C -3.419126 -0.051434 6.475494 0.756 -0.319 -0.466 -0.369
C -2.084322 0.688344 6.561373 1.411 -0.486 1.737 -0.816
N -1.170536 0.346732 5.414961 -1.092 1.874 0.199 0.458
H -1.311542 -0.626805 5.185942 0.746 -1.225 -0.137 0.133
H -1.685632 0.798876 4.673114 0.545 0.145 -1.001 0.228
C 0.271757 0.896052 5.481201 0.086 -1.831 -0.373 0.126
C 1.077917 0.207478 6.654725 -0.231 -0.970 -0.909 -0.640
O 0.803574 -1.203189 6.761507 -1.642 0.265 0.802 -0.421
C 1.066587 -2.047734 5.637684 1.134 2.198 -0.533 0.105
H -5.000422 -2.125970 6.850851 0.209 0.196 0.285 0.399
H -3.843838 -3.292090 6.128998 0.361 0.124 0.714 0.306
H -4.464041 -2.085227 5.144612 -0.999 0.021 -0.287 -0.117
H -4.053249 -0.001700 7.360662 0.013 0.940 0.000 0.569
H -3.912148 0.269081 5.557727 -0.703 0.371 -0.063 0.109
H -1.490895 0.326180 7.400890 -0.514 -0.079 0.439 0.419
H -2.096926 1.773224 6.666069 -0.479 -0.042 -0.211 0.493
H 0.250642 1.982431 5.394989 -0.073 -0.063 0.714 0.256
H 0.718932 0.579952 4.538750 -0.052 0.003 -0.021 -0.372
H 0.845811 0.699322 7.599353 -0.015 -0.449 0.095 0.388
H 2.156813 0.215669 6.499783 0.037 1.052 -0.387 0.255
H 2.144561 -2.206305 5.607356 0.059 -0.847 0.317 0.387
H 0.933965 -1.413880 4.760903 -0.502 -0.453 -0.555 -0.417
H 0.440428 -2.936758 5.562347 0.088 0.240 0.529 0.232
C 3.839759 3.337759 -1.420772 -1.294 -0.171 -0.704 -0.253
O 3.623730 4.071096 -2.653431 0.019 0.507 -0.333 -0.257
C 2.308695 4.585830 -2.831808 0.100 -0.187 -1.497 0.921
C 2.129174 5.270338 -4.251878 1.025 0.857 0.676 -1.280
N 2.943952 6.561278 -4.376777 -0.483 -0.620 -0.153 -0.126
H 2.485379 7.126259 -5.077222 0.264 0.375 -0.827 0.431
H 2.680826 7.065479 -3.542126 0.850 0.495 0.658 0.413
C 4.444810 6.455975 -4.642288 -0.181 0.218 0.380 -0.265
C 5.111443 7.776044 -4.287648 -0.739 2.513 -0.564 -0.652
O 4.534614 8.800765 -5.146928 -1.026 -1.752 -0.779 -0.323
C 4.817055 10.171713 -4.899695 0.967 -0.015 0.671 -0.708
H 3.516716 3.929286 -0.564133 0.170 -0.171 0.172 0.294
H 4.852427 2.949747 -1.310972 0.152 0.725 -0.328 0.429
H 3.215448 2.452684 -1.543170 -0.256 -0.157 0.666 -0.430
H 1.975691 5.226083 -2.014945 0.323 0.563 0.059 0.160
H 1.522593 3.830825 -2.842586 0.094 -0.724 0.071 -0.296
H 1.126430 5.669661 -4.404024 -0.286 -0.569 0.384 0.348
H 2.375591 4.706131 -5.151354 0.102 -0.541 0.453 0.284
H 4.611606 6.239385 -5.697451 -0.408 0.068 -0.057 0.316
H 4.731873 5.578389 -4.063043 0.438 0.364 0.157 0.204
H 6.193902 7.805473 -4.412245 0.076 -0.565 0.111 0.480
H 4.842007 8.154659 -3.301664 0.316 -0.652 0.677 0.311
H 4.242565 10.858598 -5.521176 -0.217 -0.654 -0.251 0.258
H 5.873286 10.342341 -5.107935 0.065 0.233 0.145 0.306
H 4.593616 10.415518 -3.861064 0.097 0.083 0.200 0.303
C 4.709673 2.041455 2.273716 1.022 0.437 -1.014 -0.866
C 3.294871 2.345959 2.709208 0.942 -1.147 1.385 0.490
O 2.561983 2.980386 1.952635 -1.443 1.681 -2.276 -0.583
O 2.933403 1.853035 3.781180 -0.508 -0.832 1.273 -0.664
H 4.698946 1.131971 1.673038 -0.101 -0.282 -0.095 0.043
H 5.504797 1.918471 3.009066 -0.546 -0.033 0.479 0.340
H 5.071232 2.819371 1.601238 -0.039 0.110 -0.145 0.351
C 0.998750 -6.726978 -2.916155 1.552 1.768 0.991 -0.216
C 0.586115 -7.486874 -4.123688 -1.542 -1.239 -1.231 0.319
O 0.584025 -6.968408 -5.254000 0.536 1.180 0.056 -0.747
O 0.128071 -8.612319 -3.847879 -0.323 -0.666 0.617 -0.723
H 0.402148 -5.826186 -2.772139 -1.027 -0.143 0.322 -0.233
H 1.933726 -6.183240 -3.051291 0.746 -0.384 -0.297 0.445
H 1.107131 -7.351582 -2.029467 -0.278 0.118 -0.049 0.244
C -1.888696 -3.917981 3.359199 0.421 0.825 -0.470 -0.992
C -1.418965 -2.613325 2.585990 0.053 -1.201 2.065 -0.066
O -1.270258 -2.631603 1.375223 0.100 -0.687 -2.963 -0.748
O -1.169485 -1.564196 3.224514 -0.186 0.956 1.644 0.019
H -2.592182 -3.589880 4.124411 -0.312 -0.312 -0.216 -0.132
H -1.128902 -4.479529 3.902777 0.643 0.685 0.114 0.399
H -2.224441 -4.708005 2.687447 -0.697 0.468 -0.177 0.195